Record 1
96
Properties=species:S:1:pos:R:3:forces:R:3:lowdin_charge:R:1 method="wB97M-V/def2-TZVPD" relative_energy_kcal_mol=0.00 homo_lumo_gap_ev=5.97 e_tot_ha=-6196.17423 lumo_energy_ha=0.08193 total_charge=-1
N 0.947 -2.288 1.867 -0.1 0.1 0.0 -0.177
C -2.181 -2.796 2.785 0.0 0.0 0.0 -0.196
H -3.263 3.238 -6.699 0.0 0.0 0.0 -0.003
H 3.413 0.908 0.669 0.0 0.0 0.0 0.110
H -0.745 -7.028 0.655 0.0 0.0 0.0 0.105
N 1.864 0.042 -4.228 0.3 -0.2 0.7 -0.391
H 0.952 -5.317 0.747 0.0 0.0 0.0 0.110
H -1.937 0.108 1.215 0.0 0.0 0.0 0.033
C -1.366 -5.579 -0.888 0.0 0.0 0.0 -0.174
H -3.374 1.473 -6.553 0.0 0.0 0.0 0.000
C -2.761 -1.834 3.846 0.0 0.0 0.0 -0.157
S 1.753 -1.448 -3.596 0.5 0.5 -0.6 0.525
N -1.672 -1.923 1.740 -0.1 0.0 0.0 -0.196
O 2.535 2.205 -3.032 -0.3 -0.1 -0.1 -0.418
H -2.277 -5.998 -1.313 0.0 0.0 0.0 0.108
F 3.833 -1.669 -5.251 0.0 0.0 0.0 0.136
C -1.412 -4.060 -0.779 0.0 0.0 -0.1 -0.187
H 3.923 1.642 2.987 0.0 0.0 0.0 0.094
C -2.141 4.270 -3.816 0.0 -0.1 0.0 -0.240
C -2.065 1.119 -3.174 0.2 0.1 -0.3 -0.530
C 2.655 1.397 1.276 -0.1 0.0 0.0 -0.184
H -2.950 1.281 -2.548 0.0 -0.1 0.1 -0.082
H -0.525 -5.875 -1.520 0.0 0.0 0.0 0.114
H 4.046 -1.428 2.259 0.0 0.0 0.0 0.099
C 0.981 -1.394 3.034 0.1 0.1 0.0 -0.177
H 0.106 5.903 2.635 0.0 0.0 0.0 0.029
C 2.942 1.805 2.559 0.0 0.0 0.1 -0.101
H 3.680 -3.103 2.651 0.0 0.0 0.0 0.099
C -2.768 -0.441 3.179 0.0 -0.1 0.0 -0.168
H -2.009 -5.893 1.150 0.0 0.0 0.0 0.105
C 1.926 2.450 3.265 0.0 0.0 0.0 -0.105
F 2.799 -3.520 -4.841 0.0 0.0 0.0 0.133
C -3.429 2.413 -6.000 0.0 -0.1 0.1 -0.257
O -0.256 -1.245 -0.293 -0.1 0.3 0.0 -0.419
C 2.354 -1.686 3.644 0.0 0.0 0.0 -0.156
H 2.124 2.801 4.273 0.0 0.0 0.0 0.086
H 2.463 -3.049 0.597 0.0 0.0 0.0 0.116
H -2.193 2.212 4.751 0.0 0.0 0.0 0.025
H -0.067 -4.801 2.083 0.0 0.0 0.0 0.091
C 0.109 4.145 5.276 0.0 0.0 0.0 -0.203
H -3.712 0.085 3.321 0.0 0.0 0.0 0.108
F 3.457 3.037 -5.388 0.0 0.1 0.0 0.145
H -3.760 -2.149 4.147 0.0 0.0 0.0 0.098
H 1.022 4.743 5.208 0.0 0.0 0.0 0.026
H -1.579 5.964 3.172 0.0 0.0 0.0 0.026
H -0.035 1.377 -5.797 0.0 0.0 0.0 0.000
H -1.389 -3.431 3.187 0.0 0.0 0.0 0.098
H -0.627 4.729 5.836 0.0 0.0 0.0 0.026
Si -0.600 3.724 3.576 0.0 0.1 0.0 0.494
H -4.436 2.501 -5.587 0.0 0.0 0.0 -0.003
C -2.251 2.896 3.900 0.0 0.0 0.0 -0.194
H -2.589 2.351 3.020 0.0 0.1 0.0 -0.011
S 3.029 1.035 -3.717 0.3 -0.8 -0.7 0.537
H -1.162 5.161 1.643 0.0 0.0 0.0 0.002
Ba 0.440 0.833 -1.876 -1.9 0.5 1.4 1.753
C -2.476 -0.703 1.701 0.0 0.0 0.0 -0.178
H 2.353 -1.295 0.640 0.0 0.0 0.0 0.087
O 1.941 -1.467 -2.169 0.4 0.0 0.0 -0.421
H -1.994 5.020 -4.597 0.0 0.0 0.0 0.004
H -2.142 -1.831 4.744 0.0 0.0 0.0 0.095
H -2.406 -3.729 -0.447 0.0 0.0 0.0 0.116
O 0.574 -2.077 -4.090 0.1 0.0 -0.4 -0.257
O 4.103 0.321 -3.094 0.4 0.1 0.0 -0.275
F 3.094 1.161 -6.389 0.0 0.0 -0.1 0.147
H 2.270 -2.496 4.369 0.0 0.0 0.0 0.101
C 3.225 -2.376 -4.302 -0.1 -0.1 0.0 -0.659
H -2.996 3.662 4.138 0.0 0.0 0.0 0.031
H -2.966 -3.456 2.393 0.0 0.0 0.0 0.110
C -0.364 2.399 -5.604 0.0 0.0 0.0 -0.243
C -1.098 -6.001 0.556 0.0 0.0 0.0 -0.178
C 3.666 1.729 -5.340 0.1 -0.1 0.0 -0.668
F 4.100 -2.664 -3.348 0.0 0.0 0.0 0.147
C 2.282 -2.197 1.251 0.0 -0.1 0.1 -0.185
H 0.160 -1.616 3.716 0.0 0.0 0.0 0.102
H -1.979 0.186 3.596 0.0 -0.1 0.0 0.084
N -0.395 -3.766 0.246 -0.1 0.1 0.1 -0.177
C -0.833 5.345 2.666 0.0 0.0 0.0 -0.186
H 0.331 3.248 5.859 0.0 0.0 0.0 0.026
C 0.684 2.671 2.696 0.0 -0.1 -0.1 -0.264
N 1.467 1.567 0.693 0.1 0.0 0.0 -0.100
H 0.908 -0.340 2.740 0.0 0.0 0.0 0.106
S -1.031 2.415 0.538 0.1 0.1 0.0 0.506
H -2.144 0.130 -3.655 -0.1 0.0 0.1 -0.080
H -3.110 4.450 -3.346 0.0 0.0 0.0 0.006
P -0.346 -2.214 0.821 0.1 -0.3 -0.1 0.535
H -0.509 2.900 -6.565 0.0 0.0 0.0 0.008
F 4.980 1.508 -5.402 0.0 0.0 0.0 0.135
H -3.404 -0.878 1.143 0.0 0.0 0.0 0.124
C 0.471 2.195 1.364 0.1 0.0 0.0 -0.804
C 3.234 -2.128 2.453 0.0 0.0 0.0 -0.151
H 0.435 2.927 -5.075 0.0 -0.1 0.0 0.000
H -1.182 -3.546 -1.711 0.0 0.0 0.0 0.115
H 2.750 -0.812 4.159 0.0 0.0 0.0 0.096
C -0.057 -4.977 1.008 0.0 0.0 -0.1 -0.205
Ge -2.050 2.437 -4.560 0.0 0.1 0.0 0.646
H -1.372 4.402 -3.052 0.0 0.0 0.0 0.003


Record 2
35
Properties=species:S:1:pos:R:3:forces:R:3:lowdin_charge:R:1 method="wB97M-V/def2-TZVPD" homo_lumo_gap_ev=10.83 e_tot_ha=-3135.39685 smiles="C[C@H](C(=O)Br)[N+](C)(C)C1CCCCC1" lumo_energy_ha=-0.11506 total_charge=+1
C -3.036 -1.398 -0.610 0.2 -3.1 0.1 -0.214
H -2.354 -1.707 1.372 -0.6 1.0 2.3 0.095
H 0.132 2.534 -0.692 0.6 0.0 2.0 0.133
C -0.715 -1.568 0.090 3.8 0.8 -2.4 -0.166
N 0.785 0.654 -0.146 2.5 -1.4 0.9 -0.275
C 0.826 2.096 0.107 -3.1 1.0 2.0 0.003
H -0.394 -1.996 -0.906 -0.8 0.6 0.4 0.140
Br 4.758 -0.679 -0.442 -0.3 0.4 0.3 0.791
C 1.279 0.486 -1.514 2.4 -2.2 0.9 0.006
C 1.952 0.035 0.757 0.7 1.4 -1.2 -0.173
C -0.584 -0.004 0.058 -0.9 -0.6 -0.2 -0.204
H 1.987 -1.006 0.487 0.2 -0.3 0.0 0.097
C -3.052 0.049 -0.616 0.5 3.4 -0.6 -0.203
H 1.765 2.567 -0.029 1.0 -0.3 -0.4 0.075
H 1.483 -0.616 -1.665 -1.0 1.1 -0.4 0.141
H -3.724 0.454 -1.414 0.4 -0.3 0.7 0.143
H 2.742 -0.303 2.575 0.5 1.0 0.3 0.112
O 3.756 1.875 0.037 0.6 0.5 0.2 0.065
H 1.170 -0.332 2.748 -2.1 -0.7 0.5 0.067
H 2.331 0.845 -1.399 -1.4 0.5 -1.5 0.080
H 0.114 -2.002 0.642 -0.3 0.0 1.1 0.105
H -3.333 0.563 0.327 -0.4 -0.9 -0.2 0.141
C -1.653 0.567 -0.906 1.6 -0.8 -2.6 -0.151
C 3.557 0.731 0.125 -2.6 -1.9 1.1 -0.744
H -1.536 1.623 -1.023 -0.6 0.9 0.5 0.088
H -2.748 -1.932 -1.557 -0.6 1.1 0.3 0.150
C -2.083 -1.985 0.416 0.2 -2.4 -0.8 -0.200
H -1.430 0.256 -2.009 0.0 -0.1 1.8 0.155
H -0.818 0.234 1.068 -0.4 0.8 0.9 0.141
H 0.617 2.201 1.287 -0.4 0.4 -3.1 0.158
C 1.859 0.267 2.250 1.8 0.4 -1.2 -0.031
H -2.040 -3.129 0.504 -0.5 1.5 -0.6 0.161
H -4.006 -1.703 -0.320 -1.3 -0.8 -0.1 0.109
H 1.805 1.335 2.540 0.5 -0.9 0.1 0.103
H 0.590 0.986 -2.142 0.0 0.2 -1.2 0.098


Record 3
107
Properties=species:S:1:pos:R:3:forces:R:3:lowdin_charge:R:1 method="wB97M-V/def2-TZVPD" homo_lumo_gap_ev=6.29 e_tot_ha=-16811.78734 lumo_energy_ha=-0.00965 total_charge=0
N 2.713 2.110 -2.442 0.0 0.1 0.1 -0.039
H -7.343 -0.566 1.118 0.0 0.0 0.0 0.101
Sc -1.118 -0.884 -2.139 0.0 0.2 -0.2 0.448
H -1.208 -1.622 6.943 0.0 0.0 0.0 0.105
H -0.796 -3.915 6.115 0.0 0.0 0.0 0.106
C -6.448 -0.891 0.604 0.0 0.0 0.0 -0.085
H 3.521 2.203 -1.839 0.0 0.0 0.0 0.079
C 5.047 0.454 1.469 0.0 0.0 0.0 -0.102
C 0.714 2.527 3.067 0.1 0.0 0.0 -0.087
C 6.146 0.996 0.828 0.0 0.0 0.0 -0.077
H -7.406 -2.485 -0.430 0.0 0.0 0.0 0.110
H 1.250 -1.315 -5.163 0.1 0.1 0.0 -0.069
H 4.354 -3.981 -0.880 0.0 0.0 0.0 0.106
H 5.336 -5.290 0.981 0.0 0.0 0.0 0.103
C -5.221 -0.254 0.874 0.0 0.0 0.0 -0.136
C 3.866 -4.012 0.084 0.0 0.0 0.0 -0.070
O 0.976 2.253 -4.901 0.0 -0.1 0.1 -0.326
C 2.847 0.996 -3.381 0.1 -0.1 0.1 -0.300
H 0.097 1.022 -6.509 -0.1 -0.1 0.0 0.132
C 0.020 3.521 3.742 0.0 0.0 0.0 -0.068
C 1.750 0.106 1.409 0.1 0.0 0.0 -0.343
C 2.102 2.190 5.003 0.0 -0.1 0.0 -0.106
C -4.083 5.210 -2.372 0.0 -0.1 0.0 -0.499
C -0.893 -1.780 5.921 0.0 0.0 0.0 -0.070
H 2.888 1.638 5.504 0.0 0.0 0.0 0.077
C -4.199 -4.011 -2.306 0.1 0.0 0.0 -0.090
H 1.693 3.450 6.681 0.0 0.0 0.0 0.107
Te -0.010 -3.722 -5.196 -0.1 0.0 -0.1 0.228
H -0.798 4.030 3.251 0.0 0.0 0.0 0.108
C -6.482 -1.948 -0.257 0.0 0.0 0.0 -0.039
C -0.333 -0.907 3.758 0.0 0.0 0.0 -0.131
H -5.716 6.144 -3.136 0.0 0.0 0.0 0.115
N 0.137 0.003 -6.371 0.2 0.0 -0.2 0.075
C 0.375 3.860 5.038 0.0 0.0 0.0 -0.076
H -0.244 -0.054 3.101 0.0 0.0 0.0 0.062
H 0.152 -0.495 -7.260 0.0 0.0 0.1 0.152
Br -2.451 0.116 0.761 0.1 0.0 0.0 0.861
N 0.562 -0.546 -0.343 -0.1 0.1 -0.1 0.000
C 5.469 3.198 1.518 0.0 0.0 0.0 -0.078
H -5.228 2.650 -2.298 0.0 0.0 0.0 0.119
Se 3.282 -0.994 4.250 0.0 -0.2 -0.1 0.376
H 5.636 4.266 1.544 0.0 0.0 0.0 0.104
C -5.314 -2.389 -0.924 0.0 -0.1 0.0 -0.163
H -0.955 0.304 5.406 0.0 0.0 0.0 0.109
C 4.356 2.660 2.150 0.0 0.0 0.0 -0.072
H 3.653 3.312 2.654 0.0 0.0 0.0 0.105
H -0.737 -0.278 -5.830 -0.2 0.2 -0.1 -0.083
H -2.129 -3.658 -2.706 -0.1 0.0 0.0 0.001
N -5.276 5.247 -3.018 -0.1 0.0 0.0 0.176
C 2.031 -3.364 1.504 0.0 0.0 0.1 -0.351
H 2.588 2.975 -2.958 0.0 0.0 0.0 0.078
C 6.359 2.370 0.853 0.0 0.0 0.0 -0.085
C 2.574 -4.112 2.541 0.0 0.1 0.0 -0.110
H -0.129 -4.282 3.777 0.0 0.0 0.0 0.106
H 2.097 -4.134 3.510 0.0 0.0 0.0 0.086
C -4.102 -0.665 0.210 0.0 0.0 0.1 -0.577
C -2.050 3.796 -2.195 0.0 0.0 0.0 0.032
C 0.903 -0.906 0.899 -0.1 0.0 0.3 -0.373
H 7.224 2.792 0.359 0.0 0.0 0.0 0.102
C 1.324 -0.291 -5.523 0.2 0.0 -0.1 -0.252
C -4.148 2.669 -2.267 0.0 -0.1 0.0 0.015
C -0.750 -0.702 5.064 0.0 0.0 0.0 -0.066
Se -1.055 -3.538 0.529 0.0 0.0 0.0 0.464
H -6.281 -4.088 -1.841 0.0 0.0 0.0 0.108
P 1.236 0.959 -4.198 -0.2 0.1 -0.5 0.406
C 3.759 -4.805 2.349 0.0 0.0 0.0 -0.074
C 2.675 -3.330 0.268 0.0 0.0 -0.1 -0.101
C -3.004 -3.263 -2.196 -0.1 0.0 -0.1 -0.286
C -5.344 -3.557 -1.728 0.0 0.1 0.0 -0.039
C -0.257 -3.274 4.150 0.0 0.0 0.0 -0.105
C -3.432 3.856 -2.283 0.0 0.0 0.0 -0.119
C -0.054 -2.187 3.301 0.0 -0.1 0.0 -0.367
H 0.429 2.285 2.054 0.0 0.0 -0.1 0.092
H 2.228 -0.152 -6.116 0.0 0.0 0.0 0.109
O 0.207 0.476 -3.194 0.2 0.1 0.7 -0.528
H -0.363 2.484 -2.109 0.0 0.0 0.0 0.092
C -3.456 1.475 -2.166 0.0 0.0 0.0 -0.184
P 0.420 -2.537 1.593 0.0 0.0 0.1 0.529
C -2.910 -2.072 -1.507 -0.2 0.2 0.0 -0.345
P 2.716 0.511 2.918 -0.1 0.0 0.0 0.534
H -5.610 4.467 -3.553 0.0 0.0 0.0 0.098
C -0.655 -3.068 5.459 0.0 0.0 0.0 -0.066
C 4.409 -4.751 1.125 0.0 0.0 0.0 -0.078
C 1.419 3.195 5.667 0.0 0.0 0.0 -0.071
Se -2.445 -0.571 -4.600 0.0 -0.1 0.0 0.032
N 1.169 0.611 -0.539 0.3 -0.1 0.1 -0.028
N 1.898 1.024 0.452 -0.1 0.0 0.0 0.111
N -2.124 1.412 -2.101 -0.1 -0.3 -0.1 -0.047
C 1.759 1.853 3.694 0.0 0.0 0.1 -0.365
Te -2.572 -2.847 -5.626 0.0 -0.1 0.0 0.249
H 6.846 0.347 0.320 0.0 0.0 0.0 0.105
H -4.203 -4.923 -2.889 0.0 0.0 0.0 0.105
C -4.081 -1.695 -0.767 0.0 -0.1 0.0 -0.254
C -1.440 2.558 -2.125 0.0 0.1 0.0 -0.103
H 2.231 -2.795 -0.568 0.1 0.0 0.1 0.040
H 4.891 -0.620 1.472 0.0 0.0 0.0 0.097
H 4.182 -5.377 3.163 0.0 0.0 0.0 0.106
O -3.565 6.191 -1.885 0.1 0.1 0.0 0.073
H 2.977 0.056 -2.835 0.1 0.0 0.0 0.093
Se 0.615 -2.776 -2.947 0.0 -0.3 0.0 -0.074
H -1.466 4.704 -2.197 0.0 0.0 0.0 0.126
H -5.158 0.526 1.619 0.0 0.0 0.0 0.094
H 1.278 1.061 -1.454 -0.2 0.1 -0.1 0.086
C 4.148 1.289 2.129 0.0 0.0 0.0 -0.368
H -0.165 4.637 5.561 0.0 0.0 0.0 0.105
H -3.985 0.531 -2.135 0.0 0.0 -0.1 0.090
H 3.660 1.104 -4.107 0.0 0.0 0.0 0.095


Record 4
9
Properties=species:S:1:pos:R:3:forces:R:3:lowdin_charge:R:1 method="wB97M-V/def2-TZVPD" relative_energy_kcal_mol=5.94 homo_lumo_gap_ev=11.22 e_tot_ha=-229.31562 smiles=O.O.O lumo_energy_ha=0.01455 total_charge=0
O 2.296 -0.082 -0.978 0.1 0.0 -0.1 -0.037
H -0.795 -0.777 -0.322 0.0 -0.1 0.0 0.046
H 0.681 -0.428 -0.081 -0.1 0.1 0.1 -0.003
H 3.184 -0.422 -0.838 0.0 0.0 0.0 0.057
H -1.799 0.231 1.227 0.0 0.0 0.0 -0.009
O -2.763 0.299 1.301 0.0 0.0 0.0 -0.072
H 2.342 0.439 -1.785 0.0 0.0 0.0 0.057
H -2.962 1.220 1.116 0.0 0.0 0.0 0.028
O -0.183 -0.481 0.359 0.0 0.0 -0.1 -0.066